No. 1
Below is C6H6N2S in the gas phase, with properties calculated with ωB97M-V with the def2-TZVPD basis set.

```
15
Properties=species:S:1:pos:R:3
C 0.10090 1.03772 -1.09471
C -0.62951 -1.17122 -1.36803
C -0.42640 -0.25748 0.89506
C 0.44488 1.95927 1.14235
C 0.14531 1.64475 2.44663
C -0.27843 -2.59545 -1.37941
N -0.07257 -0.14326 -1.66633
N 0.07590 0.92602 0.30251
S -0.53139 0.07516 2.57020
H 0.68237 1.89791 -1.51622
H 0.80903 2.85061 0.63773
H 0.20539 2.45072 3.26754
H 0.50195 -2.60260 -0.63036
H -1.10281 -3.22563 -1.30521
H 0.07539 -2.84651 -2.30174
```

Computed properties:
Gap between HOMO and LUMO in eV: 7.7
Largest force on an atom in Eh/bohr: 0.0614
LUMO energy in eV: 0.78
DFT total energy in eV: -20129.74058
Relative energy (zero: lowest compared OMol25 entry of this formula, charge and spin) in kcal per mole: 90.19
Total charge: 0

No. 2
Below is 2 unconnected molecules or ions with the total composition CH3NO2, with properties calculated with ωB97M-V with the def2-TZVPD basis set.

```
7
Properties=species:S:1:pos:R:3
C -0.49944 0.58170 0.34057
N -1.58591 0.13892 -0.46831
O -1.88283 -1.11354 -0.29465
O -2.06592 0.90231 -1.32968
H 0.23223 1.33012 -0.03102
H 5.61699 -1.56973 1.10733
H 0.18489 -0.26979 0.67576
```

Computed properties:
Gap between HOMO and LUMO in eV: 4.3
Largest force on an atom in Eh/bohr: 0.0979
LUMO energy in eV: 6.70
DFT total energy in eV: -6663.20453
Relative energy (zero: lowest compared OMol25 entry of this formula, charge and spin) in kcal per mole: 61.57
Total charge: -2

No. 3
Below is 2 unconnected molecules or ions with the total composition C5H8N2, with properties calculated with ωB97M-V with the def2-TZVPD basis set.

```
15
Properties=species:S:1:pos:R:3
C 2.28969 -0.82667 0.50487
C 1.01508 -0.43488 0.46149
C -0.15788 -0.96215 -0.22476
C -1.19354 -0.13975 0.07280
N -2.50834 -0.19201 -0.31469
C -0.77166 0.98478 0.98780
N 0.51619 0.71962 1.14900
H 3.03174 -0.29746 1.09628
H 2.61982 -1.71245 -0.02553
H 0.18448 1.57250 -1.80588
H -0.14772 -1.84600 -0.85221
H -3.00534 0.67733 -0.18200
H -2.71709 -0.66201 -1.18254
H -0.27492 2.14963 -1.88396
H 1.13354 1.32541 1.67479
```

Computed properties:
Gap between HOMO and LUMO in eV: 8.2
Largest force on an atom in Eh/bohr: 0.0110
LUMO energy in eV: 0.04
DFT total energy in eV: -8291.69103
Relative energy (zero: lowest compared OMol25 entry of this formula, charge and spin) in kcal per mole: 76.22
Total charge: 0

No. 4
Below is 5 unconnected molecules or ions with the total composition C8H24ClO8, with properties calculated with ωB97M-V with the def2-TZVPD basis set.

```
41
Properties=species:S:1:pos:R:3
Cl -0.32443 0.84537 -0.14221
C 2.76222 -1.66795 -0.34207
C 2.38061 -0.93773 -1.66249
O 3.15378 -1.18528 -2.73313
O 2.22630 -1.18940 0.79683
H 3.84618 -1.61812 -0.23887
H 2.39767 -2.68563 -0.48185
H 2.39340 0.13695 -1.48082
H 1.39091 -1.12325 -2.07982
H 3.20272 -2.13746 -2.84522
H 1.39483 -0.75847 0.58576
C -1.13532 -3.03555 1.83205
C -0.68521 -3.37321 0.39939
O -1.37305 -2.43802 -0.53358
O -0.56578 -1.72663 2.34131
H -0.61311 -3.79020 2.42019
H -2.22415 -3.01670 1.87884
H -0.95443 -4.41592 0.23094
H 0.39991 -3.38366 0.29695
H -1.29461 -1.51849 -0.26917
H -0.87891 -1.06569 1.71944
C -3.26356 1.46247 -2.47968
C -2.16613 1.06324 -3.62013
O -1.58181 2.18180 -4.34357
O -2.79503 2.32615 -1.39976
H -3.71045 0.51072 -2.19234
H -4.02171 2.03835 -3.01040
H -2.58727 0.27680 -4.24644
H -1.37572 0.57044 -3.05401
H -1.00609 2.59631 -3.69678
H -2.08389 1.78532 -1.04848
C 0.51361 3.23276 3.13912
C 1.51214 2.12945 3.51016
O 2.19669 1.68671 2.31513
O -0.75112 2.77565 2.61031
H 1.00920 3.83996 2.38162
H 0.24288 3.88221 3.97159
H 1.02373 1.27410 3.97701
H 2.26793 2.61510 4.12743
H 1.62596 1.55613 1.55432
H -0.54892 2.28130 1.81260
```

Computed properties:
Gap between HOMO and LUMO in eV: 9.5
Largest force on an atom in Eh/bohr: 0.0759
LUMO energy in eV: 3.03
DFT total energy in eV: -37588.03815
Relative energy (zero: lowest compared OMol25 entry of this formula, charge and spin) in kcal per mole: 26.37
Total charge: -1

No. 5
Below is 2 unconnected molecules or ions with the total composition C5H10N2, with properties calculated with ωB97M-V with the def2-TZVPD basis set.

```
17
Properties=species:S:1:pos:R:3
C 1.28745 -0.87351 0.61823
C 0.07171 -2.53112 1.50442
C 0.42777 0.98661 -0.47675
C -0.59635 2.04613 -0.68576
C -0.92897 -1.09162 0.24956
N 1.64142 1.20852 -0.95544
N 0.24475 -0.31101 0.12845
H -0.00721 -3.44810 0.96539
H 0.37171 -2.42686 2.47680
H -0.35267 2.38741 -1.67548
H -0.47075 2.78445 0.15065
H -1.69925 1.69229 -0.41260
H -1.79798 -0.61728 0.78593
H -0.95538 -2.01191 1.39873
H -1.25154 -1.61162 -0.71942
H 1.90880 2.00962 -1.57284
H 2.31202 0.54208 -0.66665
```

Computed properties:
Gap between HOMO and LUMO in eV: 8.2
Largest force on an atom in Eh/bohr: 0.1032
LUMO energy in eV: -10.88
DFT total energy in eV: -8300.75586
Relative energy (zero: lowest compared OMol25 entry of this formula, charge and spin) in kcal per mole: 164.02
Total charge: +2

No. 6
Below is 2 unconnected molecules or ions with the total composition CFIN2O4, with properties calculated with ωB97M-V with the def2-TZVPD basis set.

```
9
Properties=species:S:1:pos:R:3
C 0.10951 0.14713 0.45699
N 1.01612 -0.93019 0.18007
N -0.56468 0.95014 -0.85660
O 1.86147 -0.66600 -0.62300
O 0.89930 -1.91249 0.86632
O -1.36258 1.73847 -0.53054
O -0.18598 0.52413 -1.87922
F -1.54303 -0.86875 0.09932
I -0.23012 1.01756 2.28666
```

Computed properties:
Gap between HOMO and LUMO in eV: 8.6
Largest force on an atom in Eh/bohr: 0.1128
LUMO energy in eV: -2.68
DFT total energy in eV: -23015.21976
Relative energy (zero: lowest compared OMol25 entry of this formula, charge and spin) in kcal per mole: 62.83
Total charge: 0

No. 7
Below is a gas-phase ion, C8H6ClN2O3 (charge -1), with properties calculated with ωB97M-V with the def2-TZVPD basis set.

```
20
Properties=species:S:1:pos:R:3
C -1.49066 0.85014 -1.19843
C 2.49726 0.46609 -0.74702
C 2.01042 0.06649 -1.96442
C 1.86789 0.78117 0.48736
C -3.24225 0.72926 0.60228
C 0.86141 0.05821 1.02528
C -0.34970 0.37277 -1.60898
C -0.50958 -1.89743 0.93051
N -2.60518 1.01647 -0.73209
N 0.70245 0.08814 -2.27793
O -2.64537 1.34384 1.46103
O -4.17252 -0.03212 0.54883
O 0.72978 -1.24921 0.73625
Cl 2.59082 2.27709 1.36686
H 3.47218 0.86184 -0.87324
H 2.59314 -0.02762 -2.80180
H 0.32294 0.44931 1.96022
H -0.34023 -3.01312 1.04861
H -1.13159 -1.56082 0.13009
H -1.16119 -1.58050 1.90660
```

Computed properties:
Gap between HOMO and LUMO (spin up / spin down) in eV: 6.2 / 6.2
Largest force on an atom in Eh/bohr: 0.0727
Structure (SMILES): CO/C=C(Cl)\C=C/N=C=C=NC(=O)[O-]
LUMO energy (spin up / spin down) in eV: 2.29 / 2.44
DFT total energy in eV: -30034.79092
Relative energy (zero: lowest compared OMol25 entry of this formula, charge and spin) in kcal per mole: 78.54
Total charge: -1

No. 8
Below is a molecular structure, C27H48F4N5PPdS, with properties calculated with ωB97M-V with the def2-TZVPD basis set.

```
87
Properties=species:S:1:pos:R:3
Pd -1.04244 0.06646 -1.13153
C -3.56445 1.20942 -3.86825
C -3.37171 -0.27751 -3.65335
N -2.02629 -0.69321 -3.20810
C -1.02436 -0.31993 -4.22701
C 0.39511 -0.78881 -3.94154
C -2.06687 -2.16077 -3.01043
C -1.24927 -2.64341 -1.81966
N -1.62649 -1.79214 -0.70570
C -1.62605 -2.27698 0.56973
C -2.26126 -1.51201 1.57248
F -2.80200 -0.31805 1.24232
C -2.36854 -1.92543 2.87821
F -2.97371 -1.10833 3.76195
C -1.89305 -3.15370 3.29679
C -1.28964 -3.93413 2.33429
F -0.77619 -5.12630 2.68041
C -1.14085 -3.51927 1.02449
F -0.47003 -4.34770 0.19759
H -4.60127 1.39462 -4.15424
H -2.93051 1.61473 -4.65533
H -3.33872 1.74932 -2.95184
H -3.62692 -0.81391 -4.58138
H -4.06852 -0.61924 -2.88713
H -1.03136 0.76564 -4.31386
H -1.35076 -0.72725 -5.19760
H 0.69237 -0.59069 -2.90883
H 1.08156 -0.25247 -4.59820
H 0.51902 -1.85490 -4.13679
H -1.78099 -2.67759 -3.93553
H -3.10083 -2.43221 -2.79698
H -0.17329 -2.61004 -2.01627
H -1.51774 -3.68711 -1.64782
H -1.98051 -3.48099 4.32135
S -0.94528 2.44936 -1.65106
C -2.22259 2.80877 -0.58421
N -3.34208 3.47977 -0.91748
C -4.36779 3.34955 0.11773
C -3.53823 2.88017 1.32875
N -2.27757 2.50037 0.70532
H -3.55707 3.62907 -1.88762
H -5.10998 2.60369 -0.17443
H -4.86829 4.29697 0.30422
H -3.99001 2.03226 1.84031
H -3.37766 3.68747 2.04514
H -1.60469 1.87358 1.11812
C 2.37944 -2.53341 0.55884
C 2.46197 -1.40458 1.59748
C 3.87710 -1.36447 2.18363
C 1.49553 -1.80397 2.72037
P 1.81812 0.18083 0.77945
N 0.68515 -0.15068 -0.20811
C 1.37647 1.40069 2.16982
C 1.22350 2.78934 1.53072
C -0.00104 0.99503 2.72451
C 2.35655 1.53292 3.34010
C 3.26795 0.94253 -0.20423
C 2.68777 1.98778 -1.17105
C 4.40865 1.58470 0.59106
C 3.85875 -0.15831 -1.09998
H 2.56835 -3.48508 1.06476
H 3.10826 -2.43204 -0.24022
H 1.38939 -2.56284 0.11077
H 4.05570 -2.30617 2.71215
H 4.01816 -0.55799 2.90219
H 4.64635 -1.27707 1.41864
H 1.69707 -2.84145 3.00259
H 0.46014 -1.74510 2.38827
H 1.61409 -1.19851 3.61662
H 0.66614 2.75654 0.59256
H 2.18865 3.24879 1.32641
H 0.69715 3.44766 2.22962
H -0.64641 0.61237 1.92892
H -0.46997 1.86274 3.20241
H 0.06024 0.21654 3.47936
H 3.35499 1.82608 3.02047
H 2.44077 0.61825 3.92260
H 1.98852 2.31292 4.01533
H 2.49922 2.94892 -0.69826
H 1.75690 1.62574 -1.60611
H 3.40731 2.15812 -1.97708
H 4.08694 2.47444 1.13082
H 5.18512 1.90441 -0.11180
H 4.87413 0.90287 1.30048
H 3.07093 -0.68682 -1.63816
H 4.45601 -0.88057 -0.54759
H 4.51772 0.31170 -1.83544
```

Computed properties:
Gap between HOMO and LUMO in eV: 7.0
Largest force on an atom in Eh/bohr: 0.0111
LUMO energy in eV: 0.24
DFT total energy in eV: -70701.40336
Relative energy (zero: lowest compared OMol25 entry of this formula, charge and spin) in kcal per mole: 12.28
Total charge: 0

No. 9
Below is a molecular structure, C12H10BrF3IrO2, with properties calculated with ωB97M-V with the def2-TZVPD basis set.

```
29
Properties=species:S:1:pos:R:3
C -2.38334 -0.56610 0.19775
C -2.40498 -1.06342 1.56018
C -2.16155 0.04704 2.45258
H -2.51927 -2.10214 1.86531
C -2.04871 1.24577 1.64593
C -2.16815 0.87078 0.25139
H -2.15163 1.54376 -0.60665
H -2.51296 -1.17273 -0.69707
H -2.11586 -0.01157 3.54229
H -1.92523 2.24927 2.04440
Ir -0.49205 -0.11116 1.05518
Br 1.16251 0.12625 -0.59471
C 2.39174 1.00669 -3.65583
C 1.29694 1.80327 -4.11657
C 0.30065 0.92251 -4.64714
H 1.24231 2.88851 -4.08143
C 0.78430 -0.41935 -4.51958
C 2.07384 -0.36779 -3.90345
H 2.70767 -1.21834 -3.66956
H 3.30761 1.37601 -3.20308
H -0.64889 1.22113 -5.08548
H 0.27116 -1.32058 -4.84577
F 1.78247 -0.68521 5.69407
C 1.31795 -1.38489 4.62815
F 2.21539 -2.35520 4.31034
F 0.13375 -2.00347 4.96975
C 0.96536 -0.36684 3.43151
O 0.63041 0.78255 3.71227
O 0.94856 -0.93473 2.26521
```

Computed properties:
Gap between HOMO and LUMO (spin up / spin down) in eV: 6.7 / 5.1
Largest force on an atom in Eh/bohr: 0.1388
LUMO energy (spin up / spin down) in eV: 0.34 / -3.04
Multiplicity: 6
DFT total energy in eV: -97728.15505
Relative energy (zero: lowest compared OMol25 entry of this formula, charge and spin) in kcal per mole: 13.31
Expectation value of S²: 8.7821
Total charge: 0

Q: What is the DFT total energy in the ninth record?
A: -97728.15505 eV

Q: Look up the DFT total energy of the first one.
A: -20129.74058 eV

Q: Among the records above, which one has the lowest largest force on an atom?
A: C5H8N2